Density functional theory data (wB97M-V/def2-TZVPD) for a 12-piece molecular cluster, H24O12 overall in a non-equilibrium geometry.

E_HOMO in Eh: -0.371
Kohn-Sham gap in eV: 9.22
LUMO in hartree: -0.0325

Each line ends with the Löwdin charge.
Cartesian coordinates (Å):
O (-2.633, 13.760, 8.776)  -0.04
H (-2.539, 13.307, 9.607)  -0.01
H (-3.543, 13.454, 8.505)  0.10
O (0.041, 13.395, 8.501)  -0.03
H (0.179, 12.698, 7.866)  0.05
H (-0.908, 13.580, 8.432)  0.01
O (0.082, 12.620, 12.043)  -0.04
H (-0.838, 12.563, 11.794)  -0.01
H (0.426, 12.939, 11.224)  0.00
O (-0.839, 10.194, 13.629)  -0.01
H (-0.529, 10.717, 14.326)  0.01
H (-1.751, 10.346, 13.748)  -0.04
O (-3.561, 11.044, 13.558)  -0.02
H (-3.334, 11.638, 12.858)  -0.03
H (-4.043, 10.352, 13.120)  0.05
O (2.107, 13.388, 10.261)  -0.02
H (2.973, 13.677, 10.022)  0.07
H (1.572, 13.522, 9.506)  -0.01
O (2.882, 10.973, 12.080)  -0.03
H (2.354, 11.691, 11.837)  -0.05
H (2.591, 10.281, 11.507)  -0.01
O (-0.372, 15.621, 11.830)  -0.08
H (0.465, 15.440, 12.268)  -0.02
H (-1.071, 15.431, 12.501)  0.05
O (0.183, 13.856, 14.399)  -0.06
H (0.333, 13.395, 13.551)  -0.02
H (1.043, 14.038, 14.697)  0.01
O (2.588, 15.412, 12.161)  -0.03
H (2.996, 16.211, 11.884)  0.03
H (2.356, 14.849, 11.413)  -0.01
O (0.837, 9.853, 10.488)  -0.02
H (1.198, 10.201, 9.666)  0.05
H (0.150, 10.473, 10.641)  0.00
O (-2.505, 12.530, 11.539)  -0.02
H (-2.759, 13.378, 11.850)  0.08
H (-3.265, 12.244, 10.977)  0.11


Density functional theory data (wB97M-V/def2-TZVPD) for C22H25HfN7O6 as an isolated structure in a non-equilibrium geometry.

E_HOMO in Eh: -0.461
Kohn-Sham gap in eV: 5.45
LUMO in hartree: -0.2611
Total charge: +2

Each line ends with the Löwdin charge.
Cartesian coordinates (Å):
Hf (-0.265, -0.739, 0.496)  1.80
O (-0.339, -1.594, 2.606)  -0.23
C (-0.460, -3.019, 3.097)  -0.10
C (0.815, -3.823, 2.850)  -0.15
N (1.356, -3.830, 1.484)  -0.16
C (2.369, -2.824, 1.173)  -0.13
C (1.943, -1.307, 1.129)  -0.41
O (2.623, -0.353, 1.290)  -0.01
O (1.394, 0.037, 3.793)  -0.03
C (0.428, -4.281, 0.445)  -0.07
C (-0.147, -3.064, -0.126)  -0.60
O (0.534, -2.282, -0.938)  -0.07
O (-1.309, -2.684, 0.213)  -0.08
H (-0.073, -0.939, 3.324)  0.10
H (-1.312, -3.461, 2.543)  0.12
H (-0.734, -3.017, 4.205)  0.16
H (0.621, -4.899, 3.055)  0.14
H (1.705, -3.541, 3.517)  0.16
H (2.734, -2.993, 0.099)  0.16
H (3.220, -2.981, 1.874)  0.14
H (-0.391, -4.910, 0.924)  0.17
H (1.016, -4.841, -0.359)  0.17
N (1.350, 1.389, 3.112)  0.11
C (0.183, 1.854, 2.592)  -0.34
N (0.102, 3.177, 2.678)  0.20
C (-0.812, 3.783, 1.932)  -0.38
N (-1.083, 5.087, 2.146)  0.20
N (-1.698, 3.165, 1.050)  0.21
C (-1.607, 1.801, 1.084)  -0.27
N (-0.636, 1.113, 1.777)  0.06
C (-2.607, 1.140, 0.341)  -0.20
C (-3.547, 1.764, -0.511)  0.04
C (-4.401, 1.069, -1.366)  0.03
C (-4.171, -0.306, -1.529)  0.00
C (-3.111, -0.861, -0.883)  -0.07
N (-2.415, -0.178, 0.091)  -0.01
H (1.707, 2.063, 3.800)  0.17
H (1.995, -0.490, 3.219)  0.08
H (-0.594, 5.543, 2.897)  0.12
H (-1.501, 5.687, 1.420)  0.14
H (-3.784, 2.792, -0.249)  0.12
H (-5.202, 1.571, -1.843)  0.12
H (-4.742, -0.993, -2.149)  0.13
H (-2.800, -1.908, -0.977)  0.12
C (2.398, 2.101, -0.914)  0.02
C (1.252, 1.365, -1.501)  -0.26
O (0.479, 0.629, -0.791)  -0.13
C (1.109, 1.452, -2.926)  -0.15
C (2.067, 1.958, -3.777)  0.01
C (2.160, 1.459, -5.101)  -0.01
C (1.046, 0.787, -5.638)  -0.02
C (-0.056, 0.471, -4.836)  -0.05
C (-0.075, 0.875, -3.537)  0.02
H (2.523, 1.805, 0.146)  0.08
H (2.124, 3.175, -0.932)  0.13
H (3.374, 1.899, -1.427)  0.13
H (2.845, 2.621, -3.413)  0.12
H (3.019, 1.569, -5.781)  0.13
H (1.118, 0.427, -6.687)  0.14
H (-0.920, -0.049, -5.292)  0.13
H (-0.818, 0.537, -2.924)  0.07


Density functional theory data (wB97M-V/def2-TZVPD) for C11H11Cl2CoO3PV as an isolated structure in a non-equilibrium geometry.

Multiplicity: 7
E_HOMO (alpha / beta) in Eh: -0.758 / -0.757
Kohn-Sham gap (alpha / beta) in eV: 3.81 / 3.58
LUMO (alpha / beta) in hartree: -0.6176 / -0.6255
Total charge: +4

Each line ends with the Löwdin charge.
Cartesian coordinates (Å):
Co (7.211, 1.550, -2.802)  0.42
V (-0.025, -0.038, -0.061)  0.75
Cl (7.488, 0.436, -0.886)  0.20
Cl (-0.571, -0.620, -2.130)  0.33
C (-1.550, 0.935, 0.262)  -0.11
C (8.890, 2.038, -2.955)  -0.12
C (6.784, 2.460, -4.341)  0.00
O (-2.557, 1.524, 0.405)  0.28
O (10.006, 2.355, -3.017)  0.26
O (6.535, 3.057, -5.312)  0.25
C (-0.021, -2.117, 3.693)  -0.14
P (-0.069, -1.399, 1.987)  0.94
C (1.203, -2.578, 1.272)  -0.18
C (-1.890, -1.803, 1.746)  -0.35
C (-2.821, -1.037, 2.486)  -0.03
C (-4.152, -1.275, 2.309)  0.03
C (-4.587, -2.256, 1.407)  0.12
C (-3.645, -2.984, 0.690)  0.10
C (-2.292, -2.762, 0.858)  -0.03
H (0.984, -2.036, 4.065)  0.08
H (-0.316, -3.188, 3.668)  0.12
H (-0.703, -1.584, 4.319)  0.06
H (1.095, -3.551, 1.711)  0.08
H (1.104, -2.585, 0.203)  0.03
H (2.174, -2.139, 1.562)  0.09
H (-2.480, -0.254, 3.194)  0.16
H (-4.904, -0.693, 2.874)  0.17
H (-5.661, -2.442, 1.268)  0.18
H (-3.983, -3.760, -0.022)  0.18
H (-1.550, -3.333, 0.281)  0.14


Density functional theory data (wB97M-V/def2-TZVPD) for a 2-piece molecular cluster, CHClN4OP overall in a non-equilibrium geometry.

E_HOMO in Eh: -0.155
Kohn-Sham gap in eV: 5.21
LUMO in hartree: 0.0363
Total charge: -1

Each line ends with the Löwdin charge.
Cartesian coordinates (Å):
C (0.719, 0.504, 0.267)  -0.76
N (1.354, 2.524, 0.250)  -0.09
N (0.895, 1.624, 0.999)  -0.09
N (1.130, 0.762, -1.045)  -0.05
N (1.473, 1.989, -1.034)  -0.10
O (-3.064, -1.882, 0.474)  -0.54
P (0.049, -0.993, 0.958)  0.64
Cl (0.121, -2.311, -0.514)  0.17
H (-2.678, -2.216, -0.354)  -0.19


Density functional theory data (wB97M-V/def2-TZVPD) for C15H16ILuN3O2S as an isolated structure in a non-equilibrium geometry.

E_HOMO in Eh: -0.620
Kohn-Sham gap in eV: 2.53
LUMO in hartree: -0.5269
Total charge: +3

Each line ends with the Löwdin charge.
Cartesian coordinates (Å):
O (-0.122, -3.162, 3.006)  0.33
C (-0.150, -2.016, 3.007)  -0.19
N (0.202, -0.799, 3.030)  0.20
C (0.508, -0.327, 1.747)  -0.08
C (-0.344, 0.726, 1.252)  -0.21
C (-1.546, 1.317, 2.079)  -0.35
C (-2.767, 0.359, 2.258)  -0.12
C (-3.634, 0.167, 0.986)  -0.22
O (-3.700, 1.344, 0.193)  -0.10
C (-0.040, 1.247, -0.051)  -0.44
S (-1.056, 2.541, -0.725)  0.96
C (1.103, 0.733, -0.828)  -0.05
C (1.457, 1.282, -2.198)  -0.12
C (1.315, 0.193, -3.333)  -0.25
C (0.151, -0.816, -3.035)  -0.67
I (-0.113, -2.147, -4.704)  1.05
C (1.958, -0.338, -0.281)  -0.16
N (3.011, -0.725, -1.040)  0.18
C (3.698, -1.685, -0.444)  0.01
C (3.383, -2.241, 0.851)  0.01
N (2.375, -1.825, 1.598)  0.19
C (1.657, -0.858, 0.989)  -0.13
H (-1.926, 2.321, 1.686)  0.03
H (-1.161, 1.521, 3.148)  -0.05
H (-2.490, -0.609, 2.715)  0.12
H (-3.431, 0.840, 3.010)  0.14
H (-4.667, -0.031, 1.350)  0.14
H (-3.366, -0.743, 0.406)  0.13
H (-3.902, 1.100, -0.720)  0.11
H (-1.210, 2.138, -2.027)  -0.03
H (0.861, 2.167, -2.464)  0.09
H (2.524, 1.592, -2.116)  0.16
H (1.186, 0.655, -4.327)  0.12
H (2.232, -0.425, -3.386)  0.10
H (-0.763, -0.216, -2.862)  0.05
H (0.377, -1.465, -2.168)  0.04
H (4.575, -2.085, -0.976)  0.15
H (4.020, -3.047, 1.243)  0.15
Lu (-0.205, 3.316, 3.131)  1.74


Density functional theory data (wB97M-V/def2-TZVPD) for a 9-piece molecular cluster, C13H41O11 overall in a non-equilibrium geometry.

E_HOMO in Eh: -0.240
Kohn-Sham gap in eV: 9.52
LUMO in hartree: 0.1098
Total charge: -1

Each line ends with the Löwdin charge.
Cartesian coordinates (Å):
C (-0.125, -0.030, -0.277)  -0.63
O (0.497, -1.197, -0.277)  -0.08
O (0.595, 0.857, 0.549)  0.05
O (-1.130, 0.321, -0.925)  0.03
H (1.268, 0.384, 0.965)  0.08
C (-0.341, -1.878, -4.040)  -0.22
O (0.611, -2.067, -3.093)  -0.19
H (-1.344, -2.010, -3.535)  0.10
H (-0.074, -2.246, -4.995)  0.05
H (-0.217, -0.699, -4.214)  0.10
H (0.422, -1.602, -2.190)  0.09
C (-3.727, 1.845, -2.735)  -0.16
O (-2.617, 0.984, -2.998)  -0.16
H (-4.632, 1.502, -3.243)  0.07
H (-3.406, 2.886, -3.015)  0.08
H (-3.834, 1.899, -1.676)  0.04
H (-2.088, 0.915, -2.165)  0.02
C (-2.926, -0.577, 1.563)  -0.13
O (-2.755, -1.524, 0.484)  -0.15
H (-3.766, -0.850, 2.232)  0.09
H (-3.350, 0.227, 1.196)  0.00
H (-1.820, -0.502, 1.983)  0.12
H (-1.901, -1.063, 0.191)  0.04
C (-2.219, 3.264, 0.969)  -0.23
O (-1.483, 2.525, 1.771)  -0.10
H (-3.012, 2.755, 0.422)  0.07
H (-1.503, 3.599, 0.414)  0.03
H (-2.765, 4.094, 1.358)  0.08
H (-0.691, 1.982, 1.418)  0.10
C (3.887, -2.227, -0.903)  -0.14
O (3.461, -1.469, 0.204)  -0.09
H (3.217, -3.071, -1.093)  0.08
H (4.865, -2.519, -0.663)  0.06
H (3.748, -1.564, -1.806)  0.09
H (2.607, -1.413, -0.031)  -0.05
C (0.236, -4.319, 1.201)  -0.16
O (0.290, -3.111, 1.871)  -0.15
H (-0.893, -4.655, 1.332)  0.11
H (0.910, -4.925, 1.778)  0.07
H (0.207, -4.215, 0.121)  0.08
H (0.573, -2.493, 1.211)  0.03
C (1.206, 3.188, -3.840)  -0.05
C (1.282, 2.231, -2.720)  -0.53
C (2.612, 1.634, -2.505)  -0.03
O (0.827, 2.764, -1.505)  -0.02
H (0.399, 3.944, -3.968)  0.10
H (1.189, 2.521, -4.748)  0.12
H (1.833, 3.886, -3.603)  0.01
H (0.622, 1.364, -3.045)  0.14
H (2.571, 1.078, -1.659)  0.04
H (3.382, 2.178, -2.648)  0.01
H (2.801, 0.697, -3.253)  0.15
H (0.483, 2.069, -0.961)  0.02
C (-0.633, 0.102, 5.119)  -0.04
C (0.326, -0.578, 4.142)  -0.51
C (1.758, -0.323, 4.500)  -0.06
O (0.182, -1.908, 4.404)  -0.07
H (-1.636, -0.123, 4.797)  0.07
H (-0.495, 1.129, 5.164)  0.04
H (-0.619, -0.044, 6.258)  0.11
H (0.216, -0.381, 3.101)  0.11
H (1.962, -0.597, 5.429)  0.03
H (2.035, 0.761, 4.527)  0.10
H (2.443, -0.865, 3.967)  0.05
H (0.482, -2.542, 3.686)  0.10